328
Properties=species:S:1:pos:R:3:forces:R:3 method="wB97M-V/def2-TZVPD" homo_ha=-0.294 e_above_lowest_ev=1.558 homo_lumo_gap_ev=8.5
C -1.55655 -5.08435 1.70749 -1.330 -0.654 0.619
C -2.90821 -4.47078 1.33236 0.424 -0.067 -1.212
N -3.16120 -4.54426 -0.16738 0.126 0.507 0.227
C -4.56611 -4.85382 -0.40949 -0.653 1.429 0.220
C -5.02378 -6.23996 -0.11632 1.192 -1.755 -0.067
C -2.72457 -3.37058 -0.96004 1.029 -0.184 -0.109
C -2.16223 -3.75237 -2.36770 -2.464 0.516 0.834
H -1.54609 -6.12751 1.40914 0.218 -0.174 -0.316
H -1.39012 -5.08717 2.78003 -0.321 0.094 0.428
H -0.71845 -4.57214 1.33942 0.988 0.764 -1.018
H -3.68728 -5.12237 1.71966 -0.015 0.301 0.536
H -2.95599 -3.45353 1.77698 -0.390 -0.342 -0.565
H -5.18193 -4.15135 0.15126 -0.256 0.318 0.681
H -4.92304 -4.58395 -1.41324 0.818 -0.290 -0.258
H -4.76070 -6.69521 0.86823 -0.116 0.697 -0.556
H -6.07705 -6.34205 -0.25139 -0.894 0.102 0.030
H -4.57069 -6.89814 -0.87166 -0.013 -0.085 0.213
H -1.86355 -2.95024 -0.44916 -0.040 0.210 0.433
H -3.44873 -2.53158 -1.04660 -0.084 -0.523 0.192
H -2.96430 -4.34043 -2.86757 0.916 0.037 -0.049
H -1.24175 -4.25068 -2.21083 0.739 -0.945 -0.222
H -1.96788 -2.85142 -2.94258 0.006 0.155 -0.124
C -3.03568 1.21361 7.32730 1.215 1.230 0.174
C -2.53059 -0.11451 7.82437 -1.574 -1.388 -1.349
N -1.84685 -0.91313 6.81638 0.886 -0.021 0.349
C -2.81209 -1.40197 5.84685 -0.039 -0.390 1.396
C -2.10896 -2.01483 4.68546 0.269 -0.396 -2.281
C -1.17501 -2.04919 7.43750 0.560 -0.090 0.109
C -0.00408 -1.65933 8.32486 0.692 -0.525 1.024
H -3.78344 1.20394 6.54456 -0.371 -0.177 0.360
H -2.22663 1.87219 6.92599 -0.109 -0.856 0.034
H -3.29283 1.77982 8.22530 -0.893 0.014 -0.215
H -1.93082 0.05554 8.64942 1.655 0.363 1.461
H -3.34962 -0.76436 8.25652 0.064 0.646 -0.327
H -3.46328 -2.10753 6.42357 -0.043 0.018 -0.698
H -3.40949 -0.53710 5.64045 -0.491 0.200 -0.874
H -1.27680 -1.38443 4.35813 -0.126 0.231 0.232
H -1.64532 -2.98218 4.86474 -0.192 -0.157 0.372
H -2.67604 -2.17022 3.73231 -0.107 0.283 0.965
H -0.79309 -2.75710 6.68676 -0.060 0.576 -0.024
H -1.90535 -2.65979 7.98339 -0.185 0.004 0.416
H 0.58438 -2.52445 8.65396 -0.392 -0.315 -0.183
H -0.20115 -1.15534 9.27431 -0.601 0.087 -0.168
H 0.75769 -1.06192 7.86042 0.039 0.558 -0.774
C 6.00663 -1.80485 -6.16275 -0.341 1.717 1.840
C 5.07448 -2.63882 -5.31983 0.405 -0.139 0.041
N 4.91679 -2.13137 -3.97423 0.745 0.782 -0.408
C 4.19914 -3.05340 -3.12255 -0.159 -0.874 -1.080
C 5.06394 -4.28271 -2.81282 0.883 -1.237 -1.708
C 4.27470 -0.82410 -4.05642 -1.891 -0.258 -0.958
C 4.26069 -0.05730 -2.76966 2.046 -0.048 -0.567
H 5.61239 -0.77179 -6.21935 0.251 -0.545 -0.383
H 6.05293 -2.17389 -7.13947 0.498 -0.622 -1.468
H 6.96395 -1.69404 -5.63335 0.013 -0.349 -0.493
H 4.11286 -2.72606 -5.79894 -0.890 0.073 -0.464
H 5.44974 -3.64452 -5.28107 0.320 -0.506 0.141
H 3.98471 -2.51994 -2.25443 -0.331 0.674 1.787
H 3.17872 -3.27037 -3.56706 0.776 -0.302 0.214
H 5.20031 -4.95484 -3.71735 -0.607 0.621 0.869
H 6.10479 -4.04627 -2.62671 0.229 0.906 0.049
H 4.87999 -4.95816 -1.98929 -1.115 0.134 0.351
H 3.22775 -1.00877 -4.47735 0.643 0.364 0.593
H 4.72718 -0.16736 -4.82082 0.071 -0.559 0.539
H 5.31462 -0.07315 -2.44359 -0.197 0.571 0.035
H 3.74962 -0.47071 -1.97102 -1.360 -1.200 1.442
H 3.88619 0.93327 -2.87685 -0.058 0.935 -0.299
C -0.85675 4.25940 0.33505 -1.058 0.203 -0.264
C -2.31858 4.14499 -0.08125 -0.398 1.013 -0.391
N -2.97699 5.51832 -0.06716 -0.030 -2.043 0.071
C -2.34311 6.44301 -0.99803 -0.458 2.244 0.586
C -2.00736 5.99171 -2.39258 0.243 -3.634 0.624
C -4.44676 5.43694 -0.30685 -0.120 0.167 -0.079
C -5.25593 4.34821 0.43806 0.415 0.074 -0.487
H -0.40437 3.28614 0.29090 0.386 -0.337 -0.077
H -0.82270 4.64065 1.33079 0.208 0.222 0.912
H -0.36881 4.98195 -0.30423 0.430 -0.042 -0.232
H -2.31069 3.69669 -1.11064 -0.437 0.185 0.598
H -2.87835 3.49061 0.60891 0.354 0.334 -0.479
H -1.51824 7.01744 -0.53041 0.174 -0.907 -0.022
H -3.04104 7.29128 -1.07366 -0.250 -0.253 -0.200
H -1.14132 5.28873 -2.41972 -0.202 0.505 0.333
H -1.75176 6.71868 -3.09363 -0.048 1.555 -0.994
H -2.79282 5.29921 -2.75943 0.001 0.806 -0.170
H -4.90256 6.43036 -0.04733 0.540 -0.744 -0.140
H -4.64617 5.28545 -1.37499 -0.025 0.067 -0.182
H -5.14747 3.31544 0.09739 0.680 0.132 -0.152
H -5.06853 4.36479 1.49828 0.054 0.050 0.408
H -6.30956 4.50319 0.24908 -0.378 0.516 0.148
C -3.66818 6.48383 3.45976 -0.714 0.163 0.977
C -4.17204 6.26418 4.89972 -0.557 -0.667 -0.354
N -4.92669 4.99977 5.07533 -0.445 0.265 0.020
C -6.17511 4.96473 4.19400 1.267 0.731 2.237
C -7.17753 6.06255 4.52024 -1.315 -0.852 0.545
C -5.22034 4.65771 6.54435 0.310 0.821 -1.997
C -5.67177 3.22100 6.65606 -0.531 0.583 0.820
H -4.48837 6.65138 2.73863 0.491 0.106 0.305
H -3.09265 5.63647 3.15054 0.295 -0.475 -0.375
H -2.99840 7.33647 3.53980 -0.048 0.239 -0.514
H -3.31227 6.23114 5.55722 0.263 -0.167 0.217
H -4.73815 7.14957 5.20475 -0.260 0.113 0.108
H -5.99897 4.96662 3.12762 0.795 0.193 -0.075
H -6.62493 4.00661 4.38004 -0.386 -0.473 0.164
H -7.95620 5.84506 3.80517 -0.760 0.270 -0.207
H -7.66121 5.94852 5.52920 0.650 0.131 -0.815
H -6.92002 7.10135 4.36830 0.585 0.100 -0.006
H -5.97751 5.31308 6.98179 -0.325 0.136 -0.140
H -4.34703 4.88676 7.16179 0.346 -0.283 -0.497
H -6.75543 3.18680 6.48116 0.327 -0.450 -0.183
H -5.49015 2.90144 7.67141 -0.235 -0.178 0.502
H -5.09992 2.53159 6.06393 -0.054 -0.018 -0.713
C 1.29550 2.04433 8.39183 0.723 0.606 -1.170
C 0.97372 2.07975 6.88328 -0.100 0.214 -0.263
N 2.09354 2.41487 5.95733 0.294 0.148 1.224
C 1.81914 2.12170 4.54940 -1.931 0.338 1.178
C 2.92498 2.35377 3.58572 1.151 -0.747 -0.899
C 2.57834 3.75598 6.23600 0.230 0.952 0.375
C 1.62435 4.89518 5.82338 -1.055 -0.208 -0.248
H 0.46412 1.54987 8.81988 -0.734 -0.806 0.743
H 1.27404 3.04956 8.82500 0.476 -0.144 -0.033
H 2.22894 1.50824 8.58679 -0.146 0.151 0.192
H 0.49176 1.10449 6.64346 0.490 0.644 -0.373
H 0.20514 2.87238 6.82073 -0.235 -0.467 -0.402
H 1.62441 1.05993 4.64362 -0.374 -0.344 -0.771
H 0.87290 2.64321 4.21787 0.607 -0.476 0.075
H 2.64919 1.94904 2.57882 0.174 0.033 0.906
H 3.20151 3.38193 3.35703 -0.081 0.234 0.548
H 3.81414 1.80741 3.98535 -0.358 0.460 -0.588
H 3.59051 3.91127 5.84283 -0.252 -0.153 -0.420
H 2.75044 3.88502 7.32447 -0.242 -0.378 -0.451
H 0.65049 4.76081 6.35410 0.658 0.275 -0.428
H 1.38675 5.00480 4.75154 0.159 -0.668 0.189
H 1.98248 5.88441 6.04887 0.436 0.324 0.611
C -6.98557 1.05444 1.70640 -0.416 0.712 0.727
C -6.39432 -0.26951 2.14572 -0.314 -0.021 0.257
N -6.80052 -0.67092 3.49947 -0.401 -1.554 0.101
C -6.36935 0.23055 4.56690 1.159 0.002 -1.583
C -6.89433 -0.17620 5.88511 -0.441 -0.173 1.623
C -6.40898 -2.09290 3.82157 1.369 0.680 0.293
C -7.27741 -3.10134 3.09314 0.530 -0.100 -0.963
H -6.53113 1.93696 2.15528 0.202 -0.009 0.289
H -8.07614 1.15867 1.89616 0.614 -0.443 -0.164
H -6.79198 1.15442 0.66136 -0.118 0.147 -0.906
H -6.68663 -0.94771 1.32744 -0.252 -0.456 0.890
H -5.30977 -0.27513 2.07487 0.635 0.334 0.004
H -5.25064 0.26358 4.60687 -0.296 0.262 -0.118
H -6.73540 1.25017 4.36541 0.219 -0.361 -0.248
H -6.99386 0.73869 6.44186 -0.550 0.420 0.477
H -7.86884 -0.66067 5.75424 0.123 0.158 0.286
H -6.25674 -0.76504 6.56624 -0.056 -0.246 -0.754
H -6.46878 -2.26704 4.93356 0.051 0.332 -1.212
H -5.27296 -2.21841 3.54115 -1.775 -0.028 0.387
H -6.92315 -4.13044 3.11889 0.611 0.068 -0.011
H -7.35025 -2.79286 2.05031 0.093 -0.251 -0.155
H -8.28835 -3.21299 3.40870 -0.862 0.569 0.773
C -5.86658 -0.02150 -4.50397 -0.802 -2.110 0.554
C -4.68429 -0.69309 -3.75849 0.161 1.114 -2.069
N -3.91908 0.19833 -2.91934 -0.693 -0.433 2.044
C -4.75332 0.57730 -1.74847 -0.367 -0.097 -1.778
C -3.93213 0.84973 -0.55810 -0.652 -0.285 1.898
C -3.13313 1.28312 -3.42914 0.417 -0.316 -0.416
C -2.18503 0.79939 -4.50104 -0.692 0.009 -0.142
H -6.46965 -0.86036 -4.94645 0.689 0.708 -0.254
H -5.54702 0.68248 -5.26756 -0.203 0.174 0.162
H -6.58132 0.33018 -3.77161 -0.041 0.967 0.029
H -5.04688 -1.52416 -3.15415 0.165 -0.075 -0.078
H -4.08026 -1.05765 -4.60208 0.335 -0.335 0.601
H -5.46319 -0.28556 -1.66935 0.386 0.951 0.630
H -5.32241 1.51815 -1.94129 -0.155 -0.534 -0.288
H -4.59371 1.13476 0.28613 0.395 0.384 -0.428
H -3.17613 1.60314 -0.71624 0.038 0.275 0.070
H -3.48355 -0.03710 -0.16455 0.666 -0.729 -0.016
H -3.72544 2.09353 -3.82856 -0.571 0.620 -0.187
H -2.52415 1.72731 -2.62399 -0.340 -0.278 -0.093
H -2.66393 0.68868 -5.47561 -0.039 -0.238 0.048
H -1.41020 1.50591 -4.61599 1.025 0.931 -0.294
H -1.73239 -0.11351 -4.17512 0.304 -0.811 -0.028
C 0.53320 -8.15651 -0.57958 -2.230 -0.721 -0.882
C 1.58594 -7.21516 -0.04495 0.232 -0.945 -0.139
N 2.44764 -6.58751 -1.05813 -1.003 0.414 0.734
C 3.06479 -7.50169 -1.98392 0.780 -1.336 0.435
C 3.95011 -8.57536 -1.29470 0.191 -0.239 -1.198
C 1.71981 -5.55073 -1.77907 -1.034 0.446 1.781
C 1.33269 -4.29812 -0.89380 -0.275 0.084 -1.744
H 0.83593 -8.98832 -1.30432 -0.129 1.209 1.134
H -0.30334 -7.58359 -1.04615 0.646 -0.310 -0.226
H -0.03473 -8.60173 0.26923 0.719 -0.097 -0.353
H 1.02319 -6.46236 0.55005 0.900 -0.302 -0.297
H 2.19945 -7.87875 0.58196 0.185 0.758 0.296
H 2.39730 -8.01525 -2.70869 -0.122 0.260 0.371
H 3.74708 -6.91100 -2.56707 0.256 0.360 -0.504
H 3.43483 -9.39648 -0.81614 -0.566 -0.015 0.221
H 4.56768 -9.08901 -2.07545 -0.326 0.600 0.550
H 4.60736 -8.13272 -0.55854 0.219 0.228 0.108
H 0.75745 -5.95324 -2.21027 0.844 0.385 0.015
H 2.38115 -5.21803 -2.52482 0.635 0.368 -1.311
H 0.30840 -4.44293 -0.59130 -0.315 0.045 0.622
H 1.27607 -3.38735 -1.55809 0.255 -0.819 0.522
H 1.96947 -4.06070 -0.04192 0.174 -0.321 -0.099
C 7.26697 -1.17217 2.07022 1.260 0.649 -0.010
C 6.74070 -2.53024 2.36656 -0.683 -0.416 -0.005
O 5.64517 -2.26547 3.25481 -1.152 -0.738 -0.606
P 4.80497 -3.46637 3.88803 -0.301 0.711 -0.060
O 5.66671 -4.46504 4.51565 -0.194 -0.486 0.060
O 3.88674 -2.56753 4.83052 0.215 -0.326 -0.473
C 4.60886 -1.74363 5.79363 -1.063 -1.366 0.555
C 3.62642 -1.49501 6.90867 -0.489 1.238 -0.282
O 3.77496 -3.99885 2.78092 0.954 1.355 0.599
C 3.19037 -5.27618 2.68586 -1.061 -1.812 -0.411
C 1.67215 -5.23579 2.94025 0.345 -1.913 -1.037
H 7.66275 -0.80348 3.03848 0.138 0.132 -0.778
H 8.01506 -1.15970 1.26320 0.168 -0.197 0.567
H 6.53109 -0.45303 1.73057 -0.592 -0.201 0.085
H 6.44511 -3.13659 1.50501 -0.383 0.372 -0.140
H 7.39970 -3.16816 2.92383 0.866 -0.086 0.194
H 5.42900 -2.37328 6.15793 0.227 0.570 -0.069
H 4.91725 -0.80839 5.35765 0.292 0.103 -0.452
H 3.43566 -2.36263 7.49235 0.141 -0.918 0.525
H 4.11083 -0.73040 7.55338 -0.879 -0.187 -0.204
H 2.59953 -1.22634 6.50448 1.408 0.344 0.414
H 3.29391 -5.61940 1.63649 0.433 0.167 0.536
H 3.65586 -6.01461 3.37384 0.012 0.598 -0.448
H 1.18977 -6.26285 2.68773 0.959 1.709 0.493
H 1.46899 -5.00703 3.94513 -0.362 0.288 1.466
H 1.20049 -4.49769 2.32293 -0.207 0.419 -0.440
C -3.55239 -2.55739 -7.24773 -0.576 1.230 -0.521
C -2.42483 -2.99635 -6.34609 -0.957 -0.199 -0.916
O -1.16306 -2.59233 -6.94566 0.046 -0.923 1.318
P 0.16307 -2.94864 -6.08247 -0.269 -0.013 0.148
O 0.18717 -2.37684 -4.70063 -0.075 -0.783 -1.394
O 1.27304 -2.43143 -7.07025 -0.097 0.053 -0.339
C 1.60500 -1.03332 -7.12963 0.968 0.536 1.520
C 0.53386 -0.09215 -7.49410 -1.580 2.238 2.278
O 0.35559 -4.55466 -6.21719 -0.511 2.148 0.743
C 1.08008 -5.21616 -5.13851 0.083 0.109 -1.157
C 0.52557 -6.57836 -5.11076 -0.115 -2.068 2.121
H -3.45879 -1.46800 -7.33180 -0.348 -0.013 -0.212
H -3.48396 -2.96754 -8.26808 0.140 0.002 0.442
H -4.58061 -2.77940 -6.86260 1.029 0.022 -0.020
H -2.59181 -2.59041 -5.35169 0.512 0.003 0.151
H -2.55068 -4.06183 -6.36899 0.811 -0.836 0.624
H 1.92243 -0.74394 -6.09916 0.156 -0.244 -0.842
H 2.42173 -0.90913 -7.81464 0.629 -0.397 -0.185
H 0.04135 -0.18328 -8.40604 -0.379 -0.482 -1.953
H -0.29292 -0.15837 -6.75812 0.285 -0.115 -0.143
H 0.82922 0.99851 -7.36219 0.221 -1.553 -0.395
H 2.13115 -5.20775 -5.44522 -0.016 0.064 0.293
H 0.93521 -4.75899 -4.16958 0.013 0.598 -0.080
H -0.44158 -6.60796 -4.53194 0.431 0.148 -1.289
H 0.52669 -7.08478 -6.09223 -0.258 0.272 0.595
H 1.14727 -7.16175 -4.37473 -0.158 0.225 -0.963
C 2.00395 3.26892 -9.15534 1.346 2.111 -0.747
C 3.50628 3.43928 -9.55168 -1.368 1.439 1.714
O 4.35561 3.36524 -8.37528 -0.058 -0.722 -0.029
P 4.58763 1.91022 -7.77378 1.186 0.464 0.611
O 4.66890 0.87637 -8.80524 -0.234 -0.252 0.227
O 5.91329 2.13466 -6.87283 -0.193 -0.864 -0.779
C 7.20075 1.98336 -7.53249 0.696 0.869 -0.455
C 7.89446 3.35312 -7.50238 -0.667 -0.107 0.270
O 3.48182 1.68772 -6.67718 0.126 0.397 -0.714
C 3.18690 2.61985 -5.62099 -1.983 -1.410 2.000
C 1.78391 2.09458 -5.06532 -0.467 0.948 0.352
H 1.35771 3.46202 -10.00060 -0.040 -0.092 -0.438
H 1.90865 2.27761 -8.87136 -0.586 -1.919 0.746
H 1.66039 3.96136 -8.37334 0.464 -0.286 -0.019
H 3.77544 2.75322 -10.30136 0.518 -1.158 -0.682
H 3.77790 4.41915 -9.87243 -0.391 0.801 -0.652
H 7.88280 1.31463 -7.01846 -0.603 -0.555 0.596
H 7.11611 1.56554 -8.56304 -0.331 0.510 0.687
H 7.21467 4.05803 -7.98628 0.129 0.262 0.286
H 8.13548 3.66943 -6.44625 -0.290 -0.297 -1.195
H 8.78680 3.31456 -8.11493 0.389 -0.005 0.087
H 3.98637 2.53357 -4.87539 -0.287 0.005 -0.072
H 3.05243 3.68759 -5.82880 0.306 -0.365 -0.868
H 0.94849 2.28822 -5.78508 0.925 -0.057 0.215
H 1.67822 1.02206 -4.79118 0.734 0.568 -0.329
H 1.44930 2.66535 -4.16408 0.708 -0.235 -0.541
C 2.61716 2.48379 -0.27211 1.915 -0.663 -0.793
C 3.17953 3.81083 0.07730 1.638 -0.461 -0.751
O 4.39199 4.02994 -0.69112 0.877 0.080 -1.620
P 4.50405 4.34557 -2.27425 -0.625 -1.085 1.181
O 3.23979 4.37534 -3.02433 0.372 0.038 0.101
O 5.32253 5.66992 -2.19521 0.555 0.317 0.633
C 5.17807 6.76794 -3.05699 0.446 0.651 -0.425
C 5.58453 8.04053 -2.37715 0.779 0.777 0.006
O 5.55822 3.30354 -2.87449 -0.569 0.429 0.967
C 6.81895 3.06818 -2.17376 -1.673 -0.607 0.600
C 7.71786 2.56673 -3.19423 1.913 0.254 -0.155
H 2.61976 2.33752 -1.34005 -0.137 0.142 -0.510
H 3.16470 1.63543 0.13632 0.334 0.127 0.209
H 1.65619 2.38353 0.04397 -2.927 -0.252 0.976
H 2.52708 4.62479 -0.14057 -0.700 0.560 0.211
H 3.61400 3.81287 1.06234 -0.546 0.336 0.638
H 5.76152 6.61113 -3.96749 0.072 -0.071 0.042
H 4.16061 6.88802 -3.33567 -1.078 -0.237 -0.399
H 4.96217 8.29948 -1.51134 0.080 -0.158 -0.288
H 6.63820 8.06633 -2.07393 -0.187 -0.342 0.134
H 5.52797 8.83648 -3.13034 -0.306 0.004 0.204
H 7.19365 3.96002 -1.72134 -0.002 0.791 0.338
H 6.64781 2.30787 -1.38727 -0.087 0.439 -0.279
H 8.71060 2.46355 -2.72740 -0.222 -0.556 -0.370
H 7.31866 1.69587 -3.64441 -0.026 -1.240 -0.267
H 7.83730 3.27347 -3.98931 0.031 0.659 -0.477
C -3.23886 2.64286 3.20565 -1.270 -0.339 0.116
C -2.28439 1.50468 3.06958 -0.702 -0.065 0.449
O -1.82454 1.44595 1.70677 1.581 -0.460 0.270
P -0.94807 0.13390 1.35275 -1.493 0.898 0.325
O -1.78999 -1.07003 1.32246 0.389 -0.366 -0.450
O -0.24839 0.59157 -0.00005 -0.230 -0.368 1.165
C -0.56681 -0.16710 -1.19191 0.064 -0.092 -0.075
C 0.51357 0.12080 -2.15996 0.833 -0.665 -2.456
O 0.11732 0.08382 2.51577 0.282 1.253 -0.345
C 0.90227 -1.06937 2.75060 1.100 -0.864 -0.383
C 2.32336 -0.99093 2.18615 -0.221 0.595 -1.232
H -4.00687 2.53604 4.00348 0.988 0.037 -0.013
H -2.72366 3.57725 3.28610 0.103 0.602 0.130
H -3.86127 2.64304 2.32987 -0.251 0.236 -0.701
H -1.50405 1.63658 3.80520 0.759 -0.184 -0.163
H -2.78683 0.57685 3.28339 -0.227 -0.602 0.145
H -0.58515 -1.21763 -0.96480 -0.034 -0.492 0.297
H -1.56245 0.11746 -1.49568 -0.203 0.026 -0.391
H 1.49677 0.03309 -1.71611 0.172 0.197 0.407
H 0.59046 -0.57427 -3.04738 -0.627 0.113 1.045
H 0.43177 1.06463 -2.68253 -0.056 0.647 0.422
H 0.89152 -1.26314 3.81437 0.187 0.190 0.348
H 0.41111 -1.89607 2.29684 -0.592 -0.932 -0.367
H 2.89077 -1.91289 2.22083 -0.265 -0.306 0.694
H 2.33688 -0.81281 1.07276 -0.386 0.364 0.965
H 2.87838 -0.20764 2.69088 0.227 0.046 -0.091